Molecular formula: C25H28As2CaN2O3
Method: DFT, ωB97M-V/def2-TZVPD

Computed properties:
Kohn-Sham gap   0.276 hartree
HOMO energy   -7.18 eV
Max |F|   3.70 eV Å⁻¹
Total charge   0
Multiplicity   1
E   -6453.83075 Ha

Structure (XYZ):
```
61
C25H28As2CaN2O3 ωB97M-V/def2-TZVPD
Ca 0.78 -0.53 0.16
C -0.53 -0.43 4.44
O 0.80 -0.57 4.91
C 1.86 0.00 4.24
C 2.90 0.40 5.06
C 4.06 0.97 4.53
C 4.16 1.13 3.17
C 3.13 0.73 2.30
C 3.40 0.86 0.88
N 2.62 0.41 -0.04
N 2.97 0.57 -1.37
C 2.06 0.08 -2.18
O 0.96 -0.49 -1.85
C 2.35 0.25 -3.64
C 3.65 0.31 -4.13
C 3.88 0.46 -5.48
C 2.81 0.55 -6.37
C 1.51 0.49 -5.89
C 1.29 0.33 -4.53
C 1.93 0.15 2.83
O 0.95 -0.24 2.06
H -1.16 -0.69 5.28
H -0.75 -1.09 3.60
H -0.74 0.60 4.13
H 2.79 0.25 6.12
H 4.86 1.28 5.18
H 5.05 1.57 2.74
H 4.33 1.35 0.59
H 4.48 0.24 -3.43
H 4.90 0.50 -5.86
H 2.99 0.67 -7.43
H 0.68 0.56 -6.57
H 0.28 0.27 -4.14
C -1.83 -4.00 0.37
As -1.33 -2.18 -0.17
C -2.00 -2.30 -2.01
C -2.78 -1.11 0.63
C -3.84 -1.75 1.26
C -4.84 -1.05 1.91
C -4.79 0.34 1.93
C -3.76 1.00 1.28
C -2.74 0.30 0.64
As -1.26 1.29 -0.21
C -1.57 3.11 0.46
C -2.11 1.58 -1.96
H -2.80 -4.30 -0.04
H -1.83 -4.10 1.45
H -1.07 -4.66 -0.04
H -3.08 -2.28 -2.03
H -1.64 -3.23 -2.44
H -1.59 -1.48 -2.60
H -3.89 -2.83 1.25
H -5.64 -1.57 2.40
H -5.56 0.91 2.44
H -3.74 2.08 1.29
H -2.52 3.52 0.13
H -0.76 3.73 0.06
H -1.50 3.13 1.55
H -3.16 1.87 -1.84
H -2.05 0.69 -2.58
H -1.57 2.38 -2.47
```



Molecular formula: C25H28AuCl5O2
Method: DFT, ωB97M-V/def2-TZVPD

Computed properties:
Kohn-Sham gap (spin up / spin down)   0.316 / 0.214 hartree
HOMO energy (spin up / spin down)   -8.09 / -7.99 eV
Max |F|   3.06 eV Å⁻¹
ΔE to the lowest compared entry with this formula, charge and spin   0.0 kcal/mol
Total charge   0
Multiplicity   3
E   -3556.31981 Ha

Structure (XYZ):
```
61
C25H28AuCl5O2 ωB97M-V/def2-TZVPD
O -0.54 -2.61 -4.05
C -1.37 -3.81 -3.91
C -0.91 -4.39 -5.24
H -2.45 -3.56 -3.92
H -1.09 -4.32 -2.99
C -0.19 -3.04 -5.43
H -1.71 -4.53 -5.96
H -0.27 -5.27 -5.19
C -0.91 -2.23 -6.49
H -1.99 -2.37 -6.42
H -0.59 -2.59 -7.48
H -0.68 -1.15 -6.45
C 1.30 -3.06 -5.70
H 1.87 -3.48 -4.88
H 1.65 -2.04 -5.91
H 1.47 -3.65 -6.60
Au -0.47 -2.07 -1.41
C 2.34 -1.87 -0.07
C 1.50 -2.91 -0.56
C 1.51 -2.84 -2.04
H 1.14 -3.75 0.02
C 2.31 -1.67 -2.38
C 2.84 -1.14 -1.17
H 3.58 -0.34 -1.10
H 2.64 -1.65 0.96
H 1.36 -3.72 -2.66
H 2.55 -1.33 -3.38
C -0.35 1.82 0.28
C 0.80 2.36 -0.38
C 0.35 3.13 -1.48
H 1.84 2.18 -0.08
C -1.07 3.03 -1.55
C -1.50 2.18 -0.48
H -2.53 1.87 -0.31
H -0.35 1.23 1.19
H 0.98 3.68 -2.18
H -1.71 3.49 -2.29
O -0.66 1.22 -5.86
C 0.48 1.45 -4.99
C 0.30 0.54 -3.76
H 0.47 2.52 -4.69
H 1.42 1.24 -5.54
C -1.23 0.40 -3.62
H 0.81 0.90 -2.87
H 0.69 -0.46 -3.95
C -1.73 0.77 -5.02
H -1.64 1.06 -2.86
H -1.49 -0.64 -3.35
H -2.46 1.61 -4.96
H -2.22 -0.13 -5.43
Cl 0.17 -1.36 1.88
C -1.50 -1.49 1.44
C -1.89 -1.72 0.13
C -3.27 -1.81 -0.11
Cl -3.80 -1.90 -1.73
C -4.22 -1.83 0.93
Cl -5.88 -2.03 0.64
C -3.79 -1.60 2.27
Cl -4.92 -1.47 3.54
C -2.43 -1.40 2.52
Cl -1.87 -0.94 4.08
```



Molecular formula: C25H28BF4LiO9
Method: DFT, ωB97M-V/def2-TZVPD

Computed properties:
Kohn-Sham gap   0.205 hartree
HOMO energy   -7.64 eV
Max |F|   8.59 eV Å⁻¹
ΔE to the lowest compared entry with this formula, charge and spin   17.9 kcal/mol
Total charge   0
Multiplicity   1
E   -2078.40982 Ha

Structure (XYZ):
```
68
C25H28BF4LiO9 ωB97M-V/def2-TZVPD
Li 32.31 39.01 29.85
B 29.98 41.29 30.85
F 30.71 42.42 30.89
F 30.82 40.32 30.43
F 29.46 41.07 32.05
F 28.95 41.46 29.92
C 30.72 43.89 27.45
O 30.06 42.76 27.08
H 31.76 43.76 27.60
H 30.38 44.27 28.40
H 30.40 44.79 26.79
H 29.20 42.73 27.45
C 26.23 41.71 27.92
C 26.13 40.49 27.08
C 25.81 40.64 25.75
C 25.46 41.89 25.21
C 25.43 43.05 26.06
C 25.77 42.92 27.34
O 25.72 44.03 28.07
O 25.51 39.50 25.01
H 26.51 41.58 28.90
H 26.32 39.46 27.56
H 25.12 42.02 24.12
H 24.89 44.04 25.45
H 25.55 44.05 29.04
H 24.80 39.57 24.31
C 30.25 35.95 33.07
C 29.51 34.74 33.27
C 28.19 34.93 33.78
C 27.65 36.24 34.16
C 28.40 37.28 33.97
C 29.68 37.20 33.24
O 30.45 38.35 33.23
O 27.43 33.83 33.99
H 31.28 35.98 32.61
H 29.72 33.78 32.92
H 26.68 36.14 34.52
H 28.17 38.38 34.11
H 30.13 39.31 33.56
H 26.81 33.86 34.67
C 29.02 46.81 31.26
C 29.84 45.72 31.66
C 31.26 45.74 31.74
C 31.93 46.91 31.56
C 31.11 48.04 31.21
C 29.73 47.99 31.02
O 28.95 49.13 30.82
O 31.97 44.63 32.23
H 27.85 47.04 31.30
H 29.35 44.81 31.66
H 32.89 46.94 31.90
H 31.94 48.82 31.53
H 29.49 49.93 30.63
H 31.22 43.92 31.91
C 24.09 43.23 30.68
C 24.69 41.98 30.92
C 25.97 41.94 31.47
C 26.58 43.13 31.83
C 25.93 44.44 31.53
C 24.67 44.49 30.97
O 23.96 45.58 30.58
O 26.58 40.68 31.69
H 23.02 42.88 30.26
H 24.16 41.12 30.60
H 27.48 43.11 32.23
H 26.40 45.40 31.45
H 24.18 46.32 30.94
H 27.44 40.88 31.92
```



Molecular formula: C25H28BF4MoN6O3
Method: DFT, ωB97M-V/def2-TZVPD

Computed properties:
Kohn-Sham gap   0.248 hartree
HOMO energy   -10.39 eV
Max |F|   0.59 eV Å⁻¹
ΔE to the lowest compared entry with this formula, charge and spin   0.0 kcal/mol
Total charge   +1
Multiplicity   1
E   -2016.27520 Ha

Structure (XYZ):
```
68
C25H28BF4MoN6O3 ωB97M-V/def2-TZVPD
Mo -0.09 0.00 -0.58
C -0.63 -1.41 -3.37
C -1.13 -0.02 -3.72
N -0.72 0.92 -2.65
C -1.58 2.08 -2.52
C -1.38 2.78 -1.21
C -1.54 4.15 -1.12
C -1.58 4.74 0.12
C -1.54 3.93 1.23
C -1.36 2.56 1.08
C -1.35 1.75 2.36
N -2.01 0.45 2.25
C -3.10 0.20 1.66
C -1.85 -1.04 -1.21
N -0.70 -1.55 -1.90
N -1.18 1.99 -0.13
H 0.40 -1.56 -3.68
H -1.26 -2.17 -3.84
H -2.22 -0.01 -3.79
H -0.74 0.30 -4.69
H 0.23 1.25 -2.84
H -2.62 1.73 -2.53
H -1.47 2.78 -3.36
H -1.65 4.73 -2.03
H -1.69 5.82 0.22
H -1.65 4.34 2.23
H -1.87 2.32 3.13
H -0.33 1.57 2.69
H -1.50 -0.37 2.59
H -3.65 1.02 1.20
H -3.45 -0.83 1.63
H -2.61 -0.59 -1.84
H -2.26 -1.76 -0.52
H -0.45 -2.47 -1.55
O 1.54 1.39 3.44
C 1.41 0.19 4.09
C 1.46 0.09 5.48
C 1.31 -1.14 6.09
C 1.10 -2.28 5.33
C 1.05 -2.19 3.95
C 1.20 -0.96 3.32
C 1.16 -0.89 1.85
O 0.46 0.10 1.28
N 1.74 -1.76 1.12
N 1.51 -1.40 -0.21
C 2.43 -1.78 -1.03
C 2.63 -1.15 -2.30
C 3.37 -1.79 -3.31
C 3.68 -1.14 -4.48
C 3.30 0.20 -4.63
C 2.61 0.86 -3.64
C 2.24 0.20 -2.45
O 1.54 0.87 -1.54
H 1.88 2.04 4.06
H 1.62 0.99 6.07
H 1.35 -1.20 7.17
H 0.98 -3.25 5.81
H 0.88 -3.07 3.34
H 3.14 -2.52 -0.67
H 3.68 -2.81 -3.15
H 4.23 -1.65 -5.26
H 3.57 0.73 -5.54
H 2.36 1.91 -3.74
F -1.22 -2.05 1.73
B -1.79 -3.30 1.25
F -1.14 -3.58 0.03
F -3.15 -3.02 1.02
F -1.59 -4.28 2.18
```



Molecular formula: C25H28BN7O2Pb
Method: DFT, ωB97M-V/def2-TZVPD

Computed properties:
Kohn-Sham gap (spin up / spin down)   0.197 / 0.183 hartree
HOMO energy (spin up / spin down)   -14.06 / -14.06 eV
Max |F|   3.96 eV Å⁻¹
ΔE to the lowest compared entry with this formula, charge and spin   9.9 kcal/mol
Total charge   +2
Multiplicity   1
E   -1720.35172 Ha

Structure (XYZ):
```
64
C25H28BN7O2Pb ωB97M-V/def2-TZVPD
C 2.23 -0.39 -1.67
N 0.98 -0.35 -2.19
N 1.12 -0.16 -3.55
C 2.43 -0.14 -3.87
C 3.17 -0.31 -2.70
B -0.08 -0.02 -4.53
N -1.05 -1.18 -4.14
N -1.41 -1.47 -2.83
C -2.28 -2.50 -2.90
C -2.43 -2.92 -4.23
C -1.64 -2.05 -4.99
Pb -0.36 -1.59 -0.48
N -0.77 1.35 -4.31
N -1.21 1.63 -3.03
C -1.73 2.85 -3.03
C -1.65 3.40 -4.34
C -1.03 2.41 -5.11
H -2.14 3.33 -2.15
H -0.77 2.39 -6.16
H -1.98 4.37 -4.66
H 0.27 -0.11 -5.67
H -1.45 -2.02 -6.05
H 2.76 -0.01 -4.89
H -3.02 -3.73 -4.60
H 4.24 -0.36 -2.60
H -2.75 -2.90 -2.01
H 2.42 -0.46 -0.61
H -2.88 -1.24 0.29
C -2.71 -2.23 0.75
H -3.51 -2.91 0.42
H -1.74 -2.74 0.57
H -2.80 -2.07 1.83
C 4.23 0.87 2.37
C 3.19 -0.22 2.39
C 3.41 -1.40 1.68
C 2.45 -2.41 1.60
C 1.24 -2.24 2.27
C 0.98 -1.03 2.94
N -0.32 -0.84 3.41
C -1.08 0.35 3.56
C -1.63 0.62 4.82
C -2.28 1.82 5.04
C -2.52 2.70 3.97
C -2.07 2.37 2.68
C -1.32 1.22 2.48
C -0.80 0.78 1.12
O -1.65 0.37 0.25
O 0.45 0.77 0.93
C 1.98 -0.04 3.08
C 1.72 1.22 3.83
H 3.82 1.80 1.94
H 4.61 1.10 3.37
H 5.08 0.56 1.75
H 4.37 -1.52 1.17
H 2.64 -3.31 1.02
H 0.46 -3.01 2.27
H -0.74 -1.66 3.86
H -1.47 -0.11 5.63
H -2.65 2.07 6.04
H -3.06 3.63 4.13
H -2.28 3.00 1.82
H 1.13 1.91 3.22
H 1.18 1.04 4.77
H 2.66 1.73 4.07
```



Molecular formula: C25H28BrF24NO6
Method: DFT, ωB97M-V/def2-TZVPD

Computed properties:
Kohn-Sham gap   0.370 hartree
HOMO energy   -9.78 eV
Max |F|   2.00 eV Å⁻¹
Total charge   0
Multiplicity   1
E   -6446.42079 Ha

Structure (XYZ):
```
85
C25H28BrF24NO6 ωB97M-V/def2-TZVPD
C 6.75 -2.86 2.37
C 6.56 -2.62 0.89
O 7.35 -3.11 0.10
N 5.46 -1.83 0.44
C 5.17 -0.64 1.23
C 3.91 0.08 0.75
C 2.92 0.45 1.87
C 1.48 0.02 1.64
C 1.22 -1.45 1.81
C 1.80 -2.47 0.86
C 0.92 -3.62 1.31
Br 1.16 -5.26 0.36
O -0.40 -3.06 1.22
C -0.27 -1.77 1.64
O -1.23 -1.04 1.83
H 5.90 -2.60 2.98
H 6.93 -3.92 2.47
H 7.64 -2.37 2.72
H 4.64 -2.41 0.32
H 5.10 -0.83 2.29
H 6.01 0.04 1.12
H 3.42 -0.50 -0.03
H 4.23 0.99 0.29
H 3.28 0.12 2.84
H 2.90 1.53 1.92
H 0.90 0.51 2.40
H 1.13 0.41 0.69
H 1.41 -1.71 2.85
H 1.50 -2.28 -0.16
H 2.81 -2.81 0.99
H 1.05 -3.81 2.36
C -2.67 2.63 1.70
C -3.60 3.78 1.26
C -3.23 4.56 0.00
F -2.06 5.22 0.15
F -4.18 5.49 -0.24
F -3.80 4.63 2.28
F -4.80 3.20 0.97
O -1.75 2.88 2.76
C -0.48 3.35 2.56
C -0.24 4.68 3.27
F -1.08 5.62 2.81
F 1.03 5.07 3.04
F -0.15 3.41 1.25
F 0.36 2.44 3.12
H -3.35 1.89 2.13
H -2.20 2.14 0.85
H -3.16 3.90 -0.87
H -0.39 4.56 4.35
C -1.34 -10.36 -2.11
C -2.54 -11.15 -1.55
C -3.84 -10.39 -1.26
F -3.68 -9.47 -0.29
F -4.77 -11.28 -0.83
F -2.17 -11.85 -0.46
F -2.87 -12.05 -2.52
O -0.30 -9.99 -1.22
C -0.28 -8.80 -0.52
C -0.26 -9.05 0.99
F -1.36 -9.73 1.37
F -0.25 -7.87 1.65
F -1.28 -7.98 -0.89
F 0.87 -8.17 -0.85
H -0.85 -11.07 -2.78
H -1.66 -9.53 -2.73
H -4.22 -9.90 -2.16
H 0.63 -9.62 1.27
C -2.29 7.96 -4.49
C -3.12 9.26 -4.52
C -2.38 10.59 -4.64
F -1.59 10.83 -3.57
F -3.29 11.59 -4.71
F -3.96 9.29 -3.47
F -3.88 9.18 -5.65
O -2.05 7.33 -3.24
C -0.96 7.61 -2.45
C -1.39 8.14 -1.08
F -2.08 9.28 -1.21
F -0.28 8.40 -0.35
F -0.08 8.42 -3.05
F -0.32 6.44 -2.22
H -2.91 7.24 -5.02
H -1.37 8.05 -5.08
H -1.77 10.62 -5.55
H -2.00 7.40 -0.56
```



Molecular formula: C25H28Cl5CrO2
Method: DFT, ωB97M-V/def2-TZVPD

Computed properties:
Kohn-Sham gap (spin up / spin down)   0.195 / 0.236 hartree
HOMO energy (spin up / spin down)   -2.97 / -4.08 eV
Max |F|   2.62 eV Å⁻¹
ΔE to the lowest compared entry with this formula, charge and spin   7.4 kcal/mol
Total charge   -1
Multiplicity   5
E   -4465.23535 Ha

Structure (XYZ):
```
61
C25H28Cl5CrO2 ωB97M-V/def2-TZVPD
O -2.02 -0.25 -2.86
C -2.06 -1.42 -3.77
C -3.03 -0.77 -4.75
H -2.42 -2.33 -3.29
H -1.06 -1.57 -4.19
C -2.92 0.44 -3.77
H -4.04 -1.20 -4.76
H -2.61 -0.63 -5.74
C -4.25 0.76 -3.12
H -4.56 -0.05 -2.46
H -5.01 0.90 -3.90
H -4.17 1.69 -2.55
C -2.24 1.65 -4.38
H -1.23 1.39 -4.73
H -2.17 2.44 -3.63
H -2.82 2.02 -5.23
Cr 0.75 1.14 1.58
C 3.25 2.73 1.88
C 3.52 1.33 1.96
C 2.92 0.68 0.85
H 4.20 0.88 2.68
C 2.24 1.70 0.05
C 2.48 2.96 0.72
H 2.27 3.95 0.28
H 3.66 3.49 2.54
H 3.10 -0.35 0.52
H 1.81 1.53 -0.94
C -0.48 2.39 2.92
C -0.21 3.13 1.73
C -0.76 2.41 0.62
H 0.26 4.11 1.70
C -1.41 1.23 1.13
C -1.22 1.22 2.56
H -1.62 0.48 3.25
H -0.18 2.71 3.92
H -0.75 2.75 -0.42
H -2.03 0.55 0.55
O -1.18 -2.83 -1.12
C -0.58 -1.54 -1.02
C 0.80 -1.49 -1.68
H -0.41 -1.41 0.07
H -1.26 -0.75 -1.31
C 1.16 -2.99 -1.80
H 1.51 -0.91 -1.07
H 0.73 -1.00 -2.67
C -0.06 -3.75 -1.23
H 2.11 -3.21 -1.27
H 1.28 -3.27 -2.85
H 0.20 -4.17 -0.25
H -0.38 -4.56 -1.89
Cl 2.33 2.10 5.11
C 2.03 0.44 4.76
C 1.46 0.08 3.55
C 1.29 -1.24 3.28
Cl 0.66 -1.65 1.72
C 1.61 -2.28 4.17
Cl 1.30 -3.89 3.72
C 2.18 -1.92 5.41
Cl 2.57 -3.15 6.51
C 2.38 -0.56 5.71
Cl 3.06 -0.13 7.21
```



Q: Number 3 is which compound?
A: C25H28BF4LiO9